(1)
Molecular formula: C21H46BrN5O8P
Method: DFT, ωB97M-V with the def2-TZVPD basis set

## Properties
Net charge: +1
Frontier orbital gap in eV: 6.84
E_LUMO in eV: -3.887
Highest occupied orbital energy in eV: -10.730

Last column: Mulliken charge in e.
Positions of all 82 atoms, in Å:
C1 1.44 0.68 0.31  0.19
C2 1.45 1.67 -0.99  0.51
O1 1.36 1.08 -2.22  -0.55
O2 1.59 3.14 -1.00  -0.29
C3 0.77 3.78 0.04  -0.08
C4 -0.82 3.76 -0.37  -0.66
P1 -1.90 2.61 0.72  0.31
C5 -3.15 1.75 -0.50  -0.46
C6 -3.52 0.21 -0.06  0.26
O3 -4.75 -0.14 0.38  -0.45
Br1 -2.12 -1.23 -0.20  -0.01
H1 0.63 -0.16 0.10  -0.04
H2 2.50 0.14 0.41  -0.11
H3 1.23 1.21 1.34  0.03
H4 0.99 3.37 1.11  0.26
H5 1.09 4.94 0.04  0.01
H6 -0.87 3.32 -1.48  0.36
H7 -1.23 4.85 -0.43  0.50
H8 -2.75 3.39 1.64  0.24
H9 -1.19 1.57 1.40  0.11
H10 -2.57 1.71 -1.53  0.37
H11 -4.07 2.47 -0.61  0.41
C7 0.57 -5.18 1.48  0.00
O4 1.41 -4.29 1.59  -0.56
N1 -0.09 -5.50 0.31  0.19
C8 -1.07 -6.57 0.26  -0.80
C9 0.19 -4.75 -0.89  -0.48
H12 0.29 -5.81 2.33  0.28
H13 -0.74 -7.32 -0.47  0.26
H14 -2.03 -6.16 -0.05  0.34
H15 -1.18 -7.05 1.23  0.31
H16 1.25 -4.85 -1.13  0.18
H17 -0.04 -3.70 -0.71  0.11
H18 -0.41 -5.12 -1.73  0.12
C10 3.85 -2.26 1.00  0.14
O5 3.98 -1.19 1.59  -0.67
N2 4.56 -2.66 -0.11  0.14
C11 4.34 -3.94 -0.74  -0.83
C12 5.56 -1.76 -0.65  -0.90
H19 3.11 -3.01 1.34  0.40
H20 5.28 -4.51 -0.72  0.36
H21 4.04 -3.77 -1.78  0.34
H22 3.57 -4.51 -0.23  0.15
H23 6.31 -1.56 0.12  0.32
H24 5.08 -0.82 -0.94  0.24
H25 6.04 -2.21 -1.53  0.38
C13 -1.62 2.70 4.40  0.15
O6 -2.61 3.18 3.85  -0.68
N3 -1.64 1.83 5.46  0.09
C14 -0.42 1.31 6.05  -0.93
C15 -2.91 1.41 6.01  -0.92
H26 -0.60 2.96 4.06  0.34
H27 -0.42 0.22 5.96  0.35
H28 -0.38 1.60 7.10  0.35
H29 0.46 1.71 5.54  0.31
H30 -3.49 0.92 5.22  0.28
H31 -3.45 2.29 6.35  0.30
H32 -2.76 0.72 6.84  0.39
C16 1.90 8.66 0.36  0.09
O7 2.59 8.00 1.13  -0.58
N4 1.93 8.57 -1.01  0.12
C17 1.07 9.38 -1.85  -0.91
C18 2.85 7.65 -1.64  -0.74
H33 1.16 9.39 0.73  0.31
H34 0.45 8.72 -2.46  0.32
H35 1.70 10.00 -2.51  0.33
H36 0.43 10.03 -1.25  0.30
H37 2.63 6.64 -1.29  0.09
H38 3.87 7.91 -1.34  0.30
H39 2.77 7.70 -2.73  0.37
C19 -3.50 -5.66 -2.70  0.11
O8 -2.81 -6.31 -1.94  -0.60
N5 -3.47 -5.74 -4.08  0.11
C20 -4.33 -4.93 -4.92  -0.91
C21 -2.55 -6.66 -4.71  -0.92
H40 -4.24 -4.93 -2.33  0.30
H41 -4.95 -5.59 -5.53  0.34
H42 -3.70 -4.31 -5.57  0.35
H43 -4.97 -4.28 -4.32  0.28
H44 -2.77 -7.68 -4.36  0.31
H45 -1.53 -6.41 -4.41  0.26
H46 -2.63 -6.62 -5.80  0.38

(2)
Molecular formula: C25H53NO18P4
Method: DFT, ωB97M-V with the def2-TZVPD basis set

## Properties
Net charge: 0
Frontier orbital gap in eV: 7.20
E_LUMO in eV: -1.910
SMILES: COCCCCCCCC1=C(P(=O)(O)O)C(=O)C=C(CCN)C1=O.COP(=O)(OC)OC.COP(=O)(OC)OC.COP(=O)(OC)OC
Highest occupied orbital energy in eV: -9.108

Last column: Mulliken charge in e.
Positions of all 101 atoms, in Å:
C1 1.93 1.83 -2.02  -0.20
O1 3.11 1.02 -2.01  -0.50
C2 3.03 0.08 -0.96  0.48
C3 4.23 -0.84 -1.02  -0.96
C4 4.23 -1.71 -2.29  -0.88
C5 3.84 -3.16 -1.96  -1.13
C6 2.32 -3.22 -1.71  -0.50
C7 1.99 -3.08 -0.22  0.43
C8 0.51 -3.36 0.09  -1.66
C9 -0.31 -2.10 0.03  -0.45
C10 -0.30 -1.13 0.96  0.70
P1 0.67 -1.08 2.49  1.86
O2 -0.16 -0.75 3.65  -0.78
O3 1.50 -2.42 2.76  -0.57
O4 1.76 0.08 2.26  0.08
C11 -1.18 0.08 0.76  -0.06
O5 -1.20 0.96 1.60  -0.69
C12 -2.01 0.19 -0.44  -0.46
C13 -2.01 -0.75 -1.38  0.36
C14 -2.83 -0.59 -2.63  -1.08
C15 -2.04 0.19 -3.70  -0.53
N1 -1.36 -0.70 -4.65  -0.57
C16 -1.16 -1.95 -1.21  0.73
O6 -1.12 -2.78 -2.09  -0.70
H1 1.66 2.08 -3.04  0.33
H2 1.12 1.30 -1.51  -0.03
H3 2.14 2.74 -1.47  0.16
H4 2.08 -0.48 -1.03  -0.29
H5 3.03 0.67 -0.03  0.20
H6 4.31 -1.44 -0.11  0.40
H7 5.10 -0.20 -1.05  0.64
H8 5.23 -1.67 -2.72  0.32
H9 3.51 -1.33 -3.02  0.42
H10 4.36 -3.44 -1.03  0.42
H11 4.15 -3.87 -2.73  0.36
H12 1.93 -4.18 -2.05  0.63
H13 1.81 -2.42 -2.26  0.15
H14 2.32 -2.12 0.17  -0.84
H15 2.57 -3.86 0.29  0.53
H16 0.13 -4.06 -0.64  0.51
H17 0.38 -3.86 1.05  0.59
H18 2.35 -2.36 2.30  0.38
H19 1.54 0.56 1.45  -0.06
H20 -2.62 1.08 -0.55  0.49
H21 -3.06 -1.58 -3.04  0.24
H22 -3.73 -0.03 -2.44  0.48
H23 -1.29 0.84 -3.24  0.23
H24 -2.73 0.84 -4.25  0.38
H25 -1.86 -1.58 -4.72  0.21
H26 -1.39 -0.31 -5.58  0.26
C17 2.96 4.23 3.01  -0.91
O7 1.65 3.66 2.90  0.40
P2 0.74 4.19 1.68  0.35
O8 1.49 4.00 0.44  -0.64
O9 0.80 5.76 2.21  -0.42
C18 0.48 6.09 3.56  -0.81
O10 -0.79 4.34 1.19  -0.23
C19 -1.87 4.51 2.13  -0.70
H27 3.68 3.41 3.00  0.14
H28 3.19 4.92 2.20  0.64
H29 3.03 4.77 3.96  0.17
H30 1.31 6.67 3.98  0.27
H31 0.32 5.21 4.18  0.33
H32 -0.41 6.71 3.58  0.31
H33 -1.98 5.57 2.37  0.29
H34 -1.71 3.94 3.04  0.32
H35 -2.78 4.17 1.65  0.28
C20 2.56 -0.27 5.39  -0.52
O11 3.74 0.51 5.09  -0.18
P3 4.44 1.25 6.31  0.98
O12 4.79 0.28 7.34  -0.73
O13 3.14 2.16 6.74  -0.45
C21 2.39 2.89 5.76  -0.57
O14 5.52 2.43 6.46  -0.36
C22 5.51 3.56 5.57  -0.45
H36 2.72 -1.27 5.02  0.23
H37 2.34 -0.30 6.45  0.43
H38 1.72 0.17 4.86  0.08
H39 1.34 2.61 5.85  0.33
H40 2.72 2.66 4.74  0.13
H41 2.50 3.96 5.94  0.50
H42 4.82 4.32 5.94  0.22
H43 5.24 3.28 4.55  0.15
H44 6.52 3.98 5.56  0.35
C23 -8.12 -1.27 -5.42  -0.70
O15 -7.69 -2.16 -4.39  -0.48
P4 -6.27 -2.95 -4.64  1.32
O16 -5.39 -1.78 -4.88  -0.63
O17 -6.88 -3.65 -6.01  -0.38
C24 -8.03 -4.50 -5.95  -0.81
O18 -5.06 -4.07 -4.58  -0.28
C25 -5.32 -5.46 -4.29  -0.69
H45 -8.27 -0.29 -4.97  0.26
H46 -7.39 -1.18 -6.23  0.36
H47 -9.06 -1.63 -5.83  0.25
H48 -8.77 -4.13 -6.66  0.26
H49 -8.48 -4.52 -4.96  0.39
H50 -7.74 -5.51 -6.24  0.28
H51 -5.59 -5.98 -5.21  0.23
H52 -6.12 -5.58 -3.56  0.34
H53 -4.41 -5.89 -3.89  0.27

(3)
Molecular formula: Cl2NO11Rb
Method: DFT, ωB97M-V with the def2-TZVPD basis set

## Properties
ΔE to the lowest compared entry with this formula, charge and spin in kJ/mol: 365.5
Net charge: -2
Frontier orbital gap in eV: 4.56
E_LUMO in eV: 2.852
Highest occupied orbital energy in eV: -1.707

Last column: Mulliken charge in e.
Positions of all 15 atoms, in Å:
Rb1 1.58 -1.32 2.78  0.94
Cl1 1.07 2.70 3.58  1.56
O1 0.23 1.47 3.63  -0.67
O2 2.38 2.16 4.00  -0.69
O3 0.98 3.11 2.22  -0.55
O4 0.62 3.82 4.30  -0.62
Cl2 -1.03 -2.69 -3.96  1.55
O5 -1.95 -2.04 -3.10  -0.56
O6 0.37 -2.71 -3.67  -0.67
O7 -1.55 -4.04 -4.24  -0.67
O8 -0.81 -1.79 -4.98  -0.65
N1 -0.35 0.29 -0.25  0.74
O9 -0.10 -0.47 0.71  -0.62
O10 -0.31 1.53 0.09  -0.57
O11 -1.14 -0.01 -1.12  -0.52

(4)
Molecular formula: C25H34N4O3S
Method: DFT, ωB97M-V with the def2-TZVPD basis set

## Properties
ΔE to the lowest compared entry with this formula, charge and spin in kJ/mol: 27.8
Net charge: 0
Frontier orbital gap in eV: 7.74
E_LUMO in eV: 0.649
SMILES: COc1ccc(N2CCN([C@@H](c3cccs3)[C@H](C)NC(=O)C(=O)N3CCCCC3)CC2)cc1
Highest occupied orbital energy in eV: -7.095

Last column: Mulliken charge in e.
Positions of all 67 atoms, in Å:
C1 7.86 1.42 -1.69  -0.81
O1 7.54 0.66 -0.56  -0.48
C2 6.33 0.00 -0.54  0.88
C3 5.38 0.04 -1.55  -0.86
C4 4.18 -0.64 -1.41  -0.70
C5 3.89 -1.39 -0.27  0.92
N1 2.72 -2.09 -0.12  0.25
C6 1.73 -2.23 -1.16  -1.55
C7 0.60 -1.20 -0.99  -0.30
N2 0.22 -1.07 0.42  0.17
C8 0.31 0.26 1.01  -0.35
C9 1.65 0.92 0.97  0.16
C10 2.58 0.96 1.97  -0.33
C11 3.75 1.67 1.62  -0.80
C12 3.70 2.17 0.36  -0.45
S1 2.23 1.78 -0.43  -0.18
C13 -0.78 1.17 0.39  -0.54
C14 -1.01 2.41 1.24  -1.74
N3 -2.00 0.40 0.28  0.01
C15 -3.08 0.78 -0.41  0.34
O2 -3.22 1.87 -0.93  -0.76
C16 -4.09 -0.38 -0.42  0.89
O3 -3.69 -1.49 -0.10  -0.79
N4 -5.36 -0.16 -0.80  0.05
C17 -5.98 1.12 -1.08  -0.75
C18 -7.02 1.44 -0.01  -0.55
C19 -8.06 0.32 0.07  -0.67
C20 -7.36 -1.01 0.31  -0.59
C21 -6.31 -1.25 -0.77  -0.87
C22 0.66 -2.18 1.22  -1.22
C23 2.19 -2.38 1.20  -0.84
C24 4.88 -1.44 0.73  -0.18
C25 6.06 -0.76 0.60  -0.97
H1 7.90 0.80 -2.60  0.33
H2 7.15 2.24 -1.85  0.29
H3 8.85 1.84 -1.50  0.24
H4 5.55 0.61 -2.45  0.37
H5 3.47 -0.56 -2.21  0.19
H6 2.20 -2.12 -2.14  0.54
H7 1.32 -3.25 -1.10  0.34
H8 -0.28 -1.53 -1.56  0.35
H9 0.92 -0.24 -1.37  0.36
H10 0.05 0.12 2.07  0.93
H11 2.42 0.52 2.93  0.60
H12 4.59 1.80 2.28  0.43
H13 4.44 2.74 -0.17  0.56
H14 -0.47 1.48 -0.62  0.43
H15 -0.09 2.98 1.33  0.33
H16 -1.35 2.14 2.23  0.41
H17 -1.76 3.04 0.76  0.47
H18 -1.95 -0.59 0.53  0.36
H19 -5.22 1.90 -1.13  0.38
H20 -6.47 1.05 -2.06  0.30
H21 -7.50 2.39 -0.24  0.34
H22 -6.52 1.54 0.96  0.30
H23 -8.77 0.52 0.86  0.33
H24 -8.61 0.28 -0.88  0.30
H25 -8.08 -1.83 0.30  0.35
H26 -6.87 -1.00 1.29  0.30
H27 -5.75 -2.17 -0.57  0.39
H28 -6.79 -1.32 -1.75  0.36
H29 0.16 -3.07 0.84  0.50
H30 0.33 -2.03 2.25  0.44
H31 2.65 -1.70 1.92  0.47
H32 2.43 -3.41 1.50  0.43
H33 4.73 -2.05 1.61  0.46
H34 6.81 -0.80 1.38  0.44

(5)
Molecular formula: C2H3BrO2
Method: DFT, ωB97M-V with the def2-TZVPD basis set

## Properties
ΔE to the lowest compared entry with this formula, charge and spin in kJ/mol: 481.9
Net charge: 0
Frontier orbital gap in eV: 9.40
E_LUMO in eV: -0.546
SMILES: C=C(Br)OO
Highest occupied orbital energy in eV: -9.949

Last column: Mulliken charge in e.
Positions of all 8 atoms, in Å:
C1 0.27 0.15 -1.02  -0.55
C2 -0.26 0.34 0.14  0.30
Br1 -0.78 2.46 0.61  -0.22
O1 -0.68 -0.53 0.97  -0.17
O2 -0.49 -0.11 2.40  -0.25
H1 0.34 0.99 -1.71  0.28
H2 0.93 -0.77 -1.25  0.23
H3 0.22 0.61 2.26  0.39

(6)
Molecular formula: C26H14Cl3F6N2O5SV
Method: DFT, ωB97M-V with the def2-TZVPD basis set

## Properties
ΔE to the lowest compared entry with this formula, charge and spin in kJ/mol: 222.1
Net charge: -1
Spin multiplicity: 4
Frontier orbital gap (alpha / beta) in eV: 5.34 / 7.63
E_LUMO (alpha / beta) in eV: 2.348 / 2.398
Highest occupied orbital energy (alpha / beta) in eV: -2.992 / -5.229

Last column: Mulliken charge in e.
Positions of all 58 atoms, in Å:
V1 0.72 -0.12 -0.27  0.38
Cl1 -6.09 0.22 -3.41  -0.26
C1 -4.51 0.01 -2.76  0.55
C2 -3.64 -0.88 -3.38  -0.93
C3 -2.36 -1.04 -2.88  0.53
Cl2 -1.28 -2.18 -3.59  -0.21
C4 -1.90 -0.32 -1.74  -1.00
O1 -0.71 -0.43 -1.30  -0.37
C5 -2.87 0.49 -1.11  0.87
Cl3 -2.39 1.20 0.38  -0.17
C6 -4.14 0.68 -1.61  -0.88
H1 -3.95 -1.45 -4.24  0.43
H2 -4.82 1.34 -1.10  0.45
F1 1.56 4.92 0.93  -0.24
C7 0.46 4.54 1.61  0.45
F2 0.41 5.36 2.68  -0.34
F3 -0.59 4.90 0.84  -0.23
C8 0.44 3.10 2.00  -0.14
C9 0.39 2.73 3.34  -0.19
C10 0.33 1.38 3.66  -1.09
C11 0.30 0.45 2.63  -0.21
N1 0.37 0.79 1.34  0.53
C12 0.47 2.11 1.00  0.85
S1 0.65 2.34 -0.66  -0.49
H3 0.39 3.49 4.10  0.50
H4 0.31 1.04 4.68  0.43
H5 0.23 -0.61 2.84  0.22
O2 3.49 -0.79 -1.31  -0.69
C13 3.45 -0.53 -0.11  0.73
O3 2.50 0.08 0.47  -0.36
C14 4.53 -0.98 0.84  0.14
C15 5.20 -2.17 0.60  -0.87
C16 6.08 -2.70 1.54  -0.96
C17 6.28 -1.98 2.69  0.96
O4 7.09 -2.27 3.77  -0.49
C18 6.96 -1.17 4.64  -0.24
O5 6.02 -0.26 4.13  -0.50
C19 5.63 -0.77 2.92  1.09
C20 4.73 -0.25 2.02  -1.10
H6 5.02 -2.68 -0.33  0.48
H7 6.58 -3.65 1.39  0.43
H8 7.94 -0.67 4.75  0.24
H9 6.62 -1.53 5.63  0.24
H10 4.19 0.67 2.19  0.56
F4 2.59 -6.62 0.22  -0.27
C21 1.76 -6.17 -0.74  0.73
F5 0.67 -6.98 -0.67  -0.27
F6 2.34 -6.47 -1.91  -0.30
C22 1.44 -4.73 -0.58  0.47
C23 0.94 -4.25 0.64  -1.13
C24 0.71 -2.90 0.78  -0.55
N2 0.93 -2.00 -0.19  0.65
C25 1.34 -2.48 -1.39  -0.47
C26 1.61 -3.80 -1.63  -0.90
H11 0.74 -4.93 1.45  0.45
H12 0.32 -2.50 1.71  0.31
H13 1.46 -1.74 -2.17  0.66
H14 1.93 -4.12 -2.60  0.53

(7)
Molecular formula: C25H23N2S
Method: DFT, ωB97M-V with the def2-TZVPD basis set

## Properties
ΔE to the lowest compared entry with this formula, charge and spin in kJ/mol: 0.0
Net charge: +1
Frontier orbital gap in eV: 7.25
E_LUMO in eV: -3.631
Highest occupied orbital energy in eV: -10.878

Last column: Mulliken charge in e.
Positions of all 51 atoms, in Å:
C1 -2.20 -2.85 0.19  -0.84
C2 -1.89 -1.42 0.56  -0.36
N1 -0.53 -0.99 0.16  0.08
C3 0.37 -1.95 0.27  0.41
N2 0.13 -3.26 0.49  0.09
C4 -1.18 -3.80 0.74  -0.63
C5 1.28 -4.13 0.73  -0.83
C6 2.50 -3.32 0.35  -0.44
S1 2.08 -1.62 0.11  0.12
H1 -3.17 -3.09 0.60  0.38
H2 -2.27 -2.91 -0.90  0.33
H3 -2.61 -0.71 0.12  0.30
H4 -1.97 -1.31 1.67  0.19
H5 -1.35 -3.97 1.81  0.36
H6 -1.31 -4.79 0.31  0.39
H7 1.31 -4.47 1.76  0.32
H8 1.25 -5.05 0.13  0.35
H9 3.28 -3.37 1.10  0.38
H10 2.89 -3.68 -0.61  0.35
C7 -0.18 0.86 -0.17  2.74
C8 -1.53 1.54 -0.04  0.39
C9 -2.49 1.26 -1.04  -0.86
C10 -3.81 1.74 -0.98  -1.05
C11 -4.19 2.61 0.05  -0.56
C12 -3.25 2.97 0.99  -0.82
C13 -1.92 2.51 0.93  -0.81
C14 0.87 1.24 0.85  -0.45
C15 2.12 1.56 0.21  0.25
C16 3.30 1.67 0.96  -0.45
C17 3.20 1.72 2.35  -0.71
C18 1.96 1.58 2.98  -0.98
C19 0.77 1.35 2.24  -0.57
C20 1.92 1.50 -1.23  0.29
C21 0.52 1.14 -1.47  0.42
C22 0.07 1.51 -2.76  -0.68
C23 0.99 1.81 -3.79  -0.77
C24 2.38 1.85 -3.57  -0.78
C25 2.83 1.68 -2.26  -0.46
H11 -2.23 0.53 -1.81  0.76
H12 -4.54 1.36 -1.69  0.40
H13 -5.26 2.89 0.14  0.37
H14 -3.58 3.56 1.85  0.39
H15 -1.24 2.82 1.73  0.63
H16 4.28 1.62 0.45  0.39
H17 4.11 1.81 2.96  0.40
H18 1.88 1.60 4.07  0.42
H19 -0.19 1.23 2.70  0.60
H20 -0.99 1.60 -2.97  0.39
H21 0.62 1.97 -4.81  0.41
H22 3.07 2.00 -4.40  0.42
H23 3.92 1.61 -2.07  0.33

| no. | electronic energy (hartree) |
| --- | --- |
| 1 | -4618.401792 |
| 2 | -3758.936278 |
| 3 | -1826.213826 |
| 4 | -1815.982087 |
| 5 | -2802.329966 |
| 6 | -4807.066029 |
| 7 | -1473.903910 |